(1)
# C28H20FeN5O4Se

A molecular structure, C28H20FeN5O4Se (ωB97M-V/def2-TZVPD, the OMol25 dataset).

Last column: Löwdin spin population.
Positions of all 59 atoms, in Å:
Fe (-0.23, 0.18, -0.11)  1.97
O (-3.70, 1.39, -2.72)  0.01
C (-3.02, 2.38, -3.34)  0.01
C (-3.59, 2.97, -4.47)  0.00
C (-2.95, 4.00, -5.12)  0.02
C (-1.71, 4.46, -4.67)  0.00
C (-1.14, 3.87, -3.56)  0.01
C (-1.77, 2.83, -2.87)  0.00
C (-1.14, 2.21, -1.69)  0.07
O (-1.60, 1.03, -1.31)  0.05
N (-0.19, 2.83, -1.06)  -0.02
N (0.25, 2.02, -0.05)  0.21
C (0.81, 2.50, 1.05)  0.12
C (0.77, 1.64, 2.16)  0.11
C (1.36, 1.93, 3.42)  0.04
C (1.22, 1.04, 4.45)  0.05
C (0.50, -0.16, 4.25)  0.11
C (-0.03, -0.38, 3.00)  0.02
N (0.07, 0.46, 1.98)  0.15
H (-3.09, 1.07, -2.01)  0.00
H (-4.56, 2.61, -4.80)  0.00
H (-3.40, 4.45, -6.00)  0.00
H (-1.20, 5.26, -5.19)  0.00
H (-0.18, 4.20, -3.18)  0.00
H (1.18, 3.52, 1.10)  0.01
H (1.91, 2.85, 3.54)  0.00
H (1.67, 1.26, 5.42)  0.00
H (0.38, -0.89, 5.04)  0.01
H (-0.59, -1.29, 2.80)  0.00
O (2.71, -2.57, 0.18)  0.01
C (1.75, -1.85, -0.04)  0.02
O (1.68, -0.58, -0.10)  0.08
C (0.41, -2.54, -0.35)  0.01
C (0.39, -3.91, -0.70)  0.00
C (-0.79, -4.46, -1.10)  0.00
C (-1.97, -3.68, -1.09)  0.00
C (-3.23, -4.19, -1.49)  0.00
C (-4.34, -3.40, -1.45)  0.00
C (-4.25, -2.07, -0.98)  0.00
C (-3.05, -1.55, -0.59)  0.00
C (-1.88, -2.34, -0.66)  0.00
N (-0.67, -1.79, -0.33)  0.00
H (1.32, -4.45, -0.67)  0.00
H (-0.85, -5.50, -1.42)  0.00
H (-3.29, -5.21, -1.84)  0.00
H (-5.30, -3.79, -1.77)  0.00
H (-5.14, -1.45, -0.94)  0.00
H (-2.96, -0.53, -0.24)  0.00
Se (1.04, -0.54, -3.04)  0.72
C (-0.25, -1.63, -3.90)  0.06
C (-1.60, -1.31, -3.82)  0.05
C (-2.53, -2.16, -4.40)  -0.01
N (-2.20, -3.28, -5.04)  0.06
C (-0.90, -3.57, -5.12)  -0.01
C (0.10, -2.79, -4.58)  0.05
H (-1.92, -0.42, -3.29)  0.00
H (-3.58, -1.93, -4.34)  0.00
H (-0.65, -4.49, -5.65)  0.00
H (1.14, -3.09, -4.66)  0.00

Its LUMO energy (spin up / spin down) is 2.074 / 0.453 eV. The relative energy (zero: lowest compared OMol25 entry of this formula, charge and spin) is 227.9 kJ/mol. As for the highest occupied orbital energy (spin up / spin down): -2.38 / -4.47 eV. The calculation puts the largest force on an atom at 0.57 eV Å⁻¹. Its multiplicity is 5. As for the total charge: -1.

(2)
# C49H39Cl3IN7OPS2TeV

A molecular structure, C49H39Cl3IN7OPS2TeV (ωB97M-V/def2-TZVPD, the OMol25 dataset).

Last column: Löwdin spin population.
Positions of all 105 atoms, in Å:
V (-0.05, -0.38, -0.39)  2.75
I (-0.92, 2.16, 0.54)  0.01
C (-0.71, 0.64, 3.27)  0.02
C (-0.55, 1.74, 4.09)  0.00
C (-0.23, 1.67, 5.47)  0.00
C (-0.10, 0.45, 6.08)  0.00
C (-0.35, -0.73, 5.34)  0.00
C (-0.41, -1.99, 5.99)  0.00
C (-0.78, -3.11, 5.30)  0.00
C (-1.07, -3.02, 3.92)  0.00
C (-0.97, -1.82, 3.25)  0.00
P (-1.36, -1.72, 1.45)  0.02
C (-3.14, -1.27, 1.43)  0.00
C (-3.66, -0.52, 2.49)  0.00
C (-4.98, -0.08, 2.45)  0.00
C (-5.79, -0.38, 1.36)  0.00
C (-5.27, -1.11, 0.30)  0.00
C (-3.95, -1.54, 0.33)  0.00
C (-1.33, -3.51, 1.05)  0.00
C (-2.43, -4.32, 0.79)  0.00
C (-2.27, -5.67, 0.50)  0.00
C (-1.01, -6.24, 0.49)  0.00
C (0.10, -5.45, 0.78)  0.00
C (-0.07, -4.11, 1.05)  0.00
C (-0.63, -0.62, 3.95)  0.00
H (-0.68, 2.74, 3.66)  0.00
H (-0.08, 2.58, 6.04)  0.00
H (0.13, 0.37, 7.14)  0.00
H (-0.20, -2.04, 7.05)  0.00
H (-0.86, -4.06, 5.80)  0.00
H (-1.37, -3.92, 3.40)  0.00
H (-3.04, -0.26, 3.33)  0.00
H (-5.37, 0.51, 3.27)  0.00
H (-6.81, -0.04, 1.33)  0.00
H (-5.88, -1.33, -0.56)  0.00
H (-3.55, -2.06, -0.52)  0.00
H (-3.43, -3.90, 0.82)  0.00
H (-3.15, -6.27, 0.29)  0.00
H (-0.89, -7.29, 0.26)  0.00
H (1.09, -5.89, 0.78)  0.00
H (0.80, -3.50, 1.28)  0.00
S (-2.68, -2.49, -3.58)  0.01
C (-3.48, -1.01, -3.27)  -0.01
C (-2.85, -0.26, -2.32)  0.00
C (-1.66, -0.86, -1.78)  0.00
C (-1.46, -2.07, -2.40)  0.02
C (-0.25, -2.85, -2.18)  0.02
C (0.04, -4.07, -2.81)  0.00
C (1.27, -4.65, -2.61)  0.01
C (2.21, -4.02, -1.79)  0.00
C (1.84, -2.84, -1.18)  0.01
N (0.64, -2.28, -1.35)  0.01
H (-4.39, -0.78, -3.81)  0.00
H (-3.21, 0.71, -2.00)  0.00
H (-0.70, -4.53, -3.45)  0.00
H (1.51, -5.59, -3.09)  0.00
H (3.19, -4.44, -1.62)  0.00
H (2.51, -2.31, -0.51)  0.00
Te (-1.07, 3.85, -1.64)  0.00
N (3.35, 1.78, 4.60)  0.00
C (2.80, 1.49, 3.40)  0.01
N (2.19, 2.48, 2.73)  0.00
N (2.93, 0.25, 2.97)  0.01
C (2.30, 0.00, 1.84)  0.03
N (1.72, -0.18, 0.86)  0.02
H (3.56, 2.73, 4.84)  0.00
H (3.93, 1.06, 5.00)  0.00
H (1.88, 3.27, 3.27)  0.00
H (1.53, 2.22, 2.00)  0.00
Cl (-5.11, 0.14, -6.75)  0.00
C (-3.56, 0.89, -6.47)  0.00
C (-3.36, 1.64, -5.33)  0.00
C (-2.12, 2.21, -5.12)  0.00
C (-1.07, 2.04, -6.02)  0.00
C (0.27, 2.67, -5.71)  0.00
C (1.36, 1.63, -5.41)  0.00
N (1.50, 1.40, -3.99)  0.00
C (2.27, 2.12, -3.11)  0.00
C (1.99, 1.63, -1.87)  0.01
N (1.05, 0.63, -1.98)  0.01
C (0.77, 0.53, -3.26)  0.01
O (0.75, 3.49, -6.76)  0.00
C (0.08, 4.75, -6.83)  0.00
C (0.43, 5.63, -5.67)  0.00
C (-0.45, 6.15, -4.77)  0.00
Cl (-2.16, 5.95, -4.76)  0.00
S (0.31, 7.06, -3.54)  0.00
C (1.85, 6.75, -4.22)  0.00
C (1.77, 5.99, -5.34)  0.00
C (-1.32, 1.27, -7.16)  0.00
Cl (-0.07, 0.97, -8.35)  0.00
C (-2.55, 0.69, -7.40)  0.00
H (-4.15, 1.77, -4.61)  0.00
H (-1.94, 2.77, -4.21)  0.00
H (0.15, 3.27, -4.80)  0.00
H (2.31, 1.99, -5.80)  0.00
H (1.14, 0.68, -5.89)  0.00
H (2.90, 2.93, -3.44)  0.00
H (2.37, 1.94, -0.92)  0.00
H (0.05, -0.15, -3.69)  0.00
H (-1.01, 4.60, -6.89)  0.00
H (0.41, 5.20, -7.77)  0.00
H (2.73, 7.15, -3.75)  0.00
H (2.62, 5.66, -5.91)  0.00
H (-2.71, 0.09, -8.28)  0.00

Its LUMO energy (spin up / spin down) is 2.198 / 2.197 eV. The relative energy (zero: lowest compared OMol25 entry of this formula, charge and spin) is 0.0 kJ/mol. As for the highest occupied orbital energy (spin up / spin down): -3.61 / -3.64 eV. The calculation puts the largest force on an atom at 0.51 eV Å⁻¹. Its multiplicity is 4. As for the total charge: -1.

(3)
# C25H58N2O2RuSi3

A molecular structure, C25H58N2O2RuSi3 (ωB97M-V/def2-TZVPD, the OMol25 dataset).

Last column: Löwdin spin population.
Positions of all 91 atoms, in Å:
O (0.16, 3.51, 1.58)  0.00
O (2.32, 2.54, 0.51)  0.02
C (-1.12, 3.59, 0.95)  0.00
C (-2.18, 4.27, 1.79)  0.00
H (-1.43, 2.58, 0.65)  0.00
H (-0.94, 4.15, 0.02)  0.00
H (-2.66, 3.56, 2.47)  0.00
H (-2.96, 4.67, 1.13)  0.00
H (-1.76, 5.10, 2.37)  0.00
C (0.16, 2.67, 2.75)  0.00
C (1.27, 3.09, 3.67)  0.00
H (0.28, 1.63, 2.41)  0.00
H (-0.81, 2.75, 3.27)  0.00
H (2.23, 3.11, 3.15)  0.00
H (1.33, 2.38, 4.51)  0.00
H (1.07, 4.08, 4.09)  0.00
C (3.52, 1.75, 0.65)  0.00
C (2.58, 3.87, 0.00)  0.00
C (3.36, 0.78, 1.79)  0.00
H (4.38, 2.41, 0.83)  0.00
H (3.69, 1.22, -0.31)  0.00
H (3.49, 1.29, 2.75)  0.00
H (4.14, 0.02, 1.71)  0.00
H (2.38, 0.28, 1.78)  0.00
C (3.10, 4.79, 1.07)  0.00
H (1.62, 4.22, -0.40)  0.00
H (3.30, 3.81, -0.84)  0.00
H (2.34, 4.91, 1.85)  0.00
H (3.30, 5.77, 0.62)  0.00
H (4.03, 4.42, 1.51)  0.00
H (0.76, 1.65, 0.22)  0.04
Ru (-0.54, -0.93, -0.60)  2.80
C (0.64, 0.61, -0.51)  0.39
Si (0.72, 1.14, -2.36)  0.09
H (1.62, 0.12, -0.29)  0.05
H (-0.19, -0.91, -2.20)  0.00
C (-0.24, 2.75, -2.41)  0.01
C (0.18, 0.22, -3.94)  -0.01
C (2.53, 1.43, -2.75)  0.03
C (-2.25, -0.13, -1.25)  0.17
Si (-3.42, -1.54, -1.79)  0.06
H (-2.09, 0.56, -2.10)  0.02
H (-2.69, 0.48, -0.44)  0.03
C (-3.01, -1.94, -3.58)  0.00
C (-5.19, -0.92, -1.63)  0.02
C (-3.26, -3.09, -0.74)  0.02
H (2.66, 1.36, -3.84)  0.00
H (3.18, 0.68, -2.28)  0.00
H (2.86, 2.43, -2.43)  0.00
H (-1.31, 2.61, -2.20)  0.00
H (-0.13, 3.16, -3.42)  0.00
H (0.16, 3.47, -1.69)  0.00
H (-0.90, 0.10, -4.04)  0.00
H (0.66, -0.76, -4.06)  0.00
H (0.53, 0.85, -4.77)  0.00
H (-5.26, 0.14, -1.91)  0.00
H (-5.56, -1.04, -0.61)  0.00
H (-5.84, -1.50, -2.30)  0.00
H (-3.36, -2.88, 0.33)  0.00
H (-2.31, -3.62, -0.91)  0.01
H (-4.08, -3.78, -1.02)  0.00
H (-3.49, -2.89, -3.85)  0.00
H (-1.93, -2.06, -3.73)  0.00
H (-3.37, -1.16, -4.25)  0.00
C (-2.56, -0.09, 2.23)  0.00
C (-1.77, -1.35, 2.37)  0.05
C (-1.95, -2.25, 3.42)  0.19
C (-1.18, -3.41, 3.50)  0.01
C (-0.23, -3.68, 2.52)  0.17
C (-0.14, -2.78, 1.43)  0.05
N (-0.86, -1.62, 1.42)  0.15
N (0.50, -2.89, 0.27)  0.50
Si (1.48, -4.16, -0.47)  0.05
C (2.82, -4.69, 0.71)  0.01
C (0.36, -5.60, -0.89)  0.02
C (2.24, -3.43, -2.01)  0.00
H (-1.95, 0.73, 1.82)  0.00
H (-3.44, -0.23, 1.58)  0.00
H (-2.93, 0.22, 3.22)  0.00
H (-2.72, -2.00, 4.15)  0.01
H (-1.32, -4.10, 4.32)  0.00
H (0.40, -4.57, 2.50)  0.01
H (2.45, -4.86, 1.73)  0.00
H (3.27, -5.63, 0.35)  0.00
H (3.61, -3.93, 0.76)  0.00
H (-0.22, -5.40, -1.80)  0.00
H (0.98, -6.49, -1.06)  0.00
H (-0.33, -5.82, -0.07)  0.00
H (1.54, -2.76, -2.53)  0.00
H (3.15, -2.86, -1.76)  0.00
H (2.52, -4.24, -2.69)  0.00

Its LUMO energy (spin up / spin down) is -2.865 / -5.946 eV. The relative energy (zero: lowest compared OMol25 entry of this formula, charge and spin) is 212.1 kJ/mol. As for the highest occupied orbital energy (spin up / spin down): -8.82 / -11.65 eV. The calculation puts the largest force on an atom at 4.23 eV Å⁻¹. Its multiplicity is 6. As for the total charge: +1.

(4)
# C53H43BF3MoN10O2S4Sb

A molecular structure, C53H43BF3MoN10O2S4Sb (ωB97M-V/def2-TZVPD, the OMol25 dataset).

Last column: Löwdin spin population.
Positions of all 118 atoms, in Å:
Mo (-0.42, -0.12, 0.68)  1.80
S (1.92, 3.33, 5.01)  0.00
C (2.16, 4.57, 6.16)  0.00
C (0.99, 5.18, 6.50)  0.00
C (-0.12, 4.62, 5.82)  0.00
C (0.22, 3.60, 4.98)  0.00
C (-0.70, 2.84, 4.12)  0.00
C (-0.24, 2.02, 3.08)  0.01
N (-1.03, 1.37, 2.22)  0.00
C (-2.38, 1.52, 2.39)  0.00
C (-2.93, 2.27, 3.42)  0.00
C (-4.36, 2.38, 3.54)  0.00
C (-5.16, 1.78, 2.65)  0.00
C (-4.61, 1.02, 1.56)  0.00
C (-5.42, 0.41, 0.59)  0.01
C (-4.86, -0.28, -0.44)  0.00
C (-3.45, -0.34, -0.48)  0.01
N (-2.65, 0.20, 0.42)  -0.01
C (-3.23, 0.90, 1.44)  0.00
C (-5.66, -0.95, -1.48)  0.00
C (-7.02, -0.97, -1.59)  0.00
C (-7.48, -1.69, -2.72)  0.00
C (-6.46, -2.21, -3.45)  0.00
S (-4.94, -1.82, -2.78)  0.00
C (-2.06, 2.93, 4.29)  0.01
H (3.15, 4.78, 6.51)  0.00
H (0.93, 6.00, 7.20)  0.00
H (-1.13, 4.99, 5.95)  0.00
H (0.82, 1.95, 2.91)  0.00
H (-4.76, 2.96, 4.36)  0.00
H (-6.24, 1.86, 2.73)  0.00
H (-6.50, 0.51, 0.67)  0.00
H (-3.00, -0.85, -1.31)  0.00
H (-7.69, -0.49, -0.89)  0.00
H (-8.53, -1.82, -2.98)  0.00
H (-6.51, -2.79, -4.36)  0.00
H (-2.47, 3.51, 5.11)  0.00
B (-2.09, -3.23, 0.29)  0.00
N (-1.40, -2.86, 1.65)  0.01
C (-1.43, -3.62, 2.74)  0.02
C (-1.04, -2.88, 3.85)  0.01
C (-0.77, -1.62, 3.34)  0.02
N (-0.99, -1.61, 2.01)  0.02
N (-1.40, -2.52, -0.96)  0.00
C (-1.47, -2.99, -2.21)  0.01
C (-1.01, -2.02, -3.09)  0.00
C (-0.68, -0.95, -2.29)  0.01
N (-0.92, -1.26, -1.00)  0.01
H (-3.25, -2.85, 0.34)  0.00
H (-1.99, -4.41, 0.13)  0.00
H (-1.75, -4.65, 2.67)  0.00
H (-0.96, -3.21, 4.87)  0.00
H (-0.44, -0.73, 3.85)  0.00
H (-1.85, -3.98, -2.40)  0.00
H (-0.93, -2.09, -4.17)  0.00
H (-0.26, 0.01, -2.56)  0.00
N (-0.09, 1.82, -0.49)  0.02
H (-0.16, 2.58, 0.18)  0.00
H (-0.70, 2.05, -1.27)  0.00
H (0.87, 1.89, -0.84)  0.00
F (2.66, -2.48, -8.13)  0.00
C (2.65, -1.90, -6.92)  0.00
C (2.86, -0.54, -6.84)  0.00
C (2.86, 0.05, -5.58)  0.00
C (2.64, -0.70, -4.43)  0.00
C (2.43, -2.08, -4.56)  0.00
C (2.43, -2.69, -5.81)  0.00
Sb (2.89, 0.06, -2.45)  0.00
C (4.99, 0.28, -2.61)  0.00
C (5.77, -0.86, -2.40)  0.00
C (7.15, -0.81, -2.55)  0.00
C (7.73, 0.39, -2.91)  0.00
F (9.06, 0.45, -3.05)  0.00
C (6.99, 1.54, -3.13)  0.00
C (5.61, 1.47, -2.98)  0.00
C (2.20, 2.04, -2.87)  0.00
C (1.16, 2.19, -3.79)  0.00
C (0.56, 3.43, -4.00)  0.00
C (1.01, 4.51, -3.27)  0.00
F (0.41, 5.70, -3.44)  0.00
C (2.05, 4.41, -2.37)  0.00
C (2.64, 3.17, -2.17)  0.00
H (3.04, 0.03, -7.74)  0.00
H (3.05, 1.12, -5.51)  0.00
H (2.26, -2.69, -3.68)  0.00
H (2.28, -3.75, -5.94)  0.00
H (5.31, -1.80, -2.11)  0.00
H (7.78, -1.68, -2.40)  0.00
H (7.49, 2.45, -3.42)  0.00
H (5.02, 2.36, -3.16)  0.00
H (0.82, 1.34, -4.37)  0.00
H (-0.23, 3.57, -4.73)  0.00
H (2.39, 5.29, -1.84)  0.00
H (3.44, 3.08, -1.44)  0.00
N (6.08, 0.14, 6.05)  0.00
C (5.33, 0.43, 4.97)  0.00
C (3.92, 0.33, 5.03)  0.00
C (3.16, 0.66, 3.94)  0.00
C (3.77, 1.09, 2.76)  0.00
C (5.16, 1.16, 2.67)  0.00
C (5.93, 0.84, 3.77)  0.00
S (2.85, 1.44, 1.33)  0.00
O (2.11, 2.67, 1.37)  0.00
O (3.73, 1.22, 0.22)  0.00
N (1.69, 0.26, 1.29)  0.02
C (2.10, -0.99, 0.90)  0.02
S (3.60, -1.82, 0.85)  0.01
C (2.79, -3.16, 0.12)  0.00
C (1.48, -2.92, -0.06)  0.00
N (1.11, -1.66, 0.39)  -0.02
H (5.66, -0.18, 6.91)  0.00
H (7.08, 0.18, 6.01)  0.00
H (3.45, 0.00, 5.95)  0.00
H (2.08, 0.57, 3.99)  0.00
H (5.63, 1.46, 1.74)  0.00
H (7.01, 0.89, 3.70)  0.00
H (3.33, -4.06, -0.13)  0.00
H (0.75, -3.58, -0.48)  0.00

Its LUMO energy (spin up / spin down) is -6.074 / -6.485 eV. As for the highest occupied orbital energy (spin up / spin down): -12.15 / -12.16 eV. The calculation puts the largest force on an atom at 1.10 eV Å⁻¹. Its multiplicity is 3. As for the total charge: +2.

(5)
# C16H13BN2O6S

A single C16H13BN2O6S molecule (ωB97M-V/def2-TZVPD, the OMol25 dataset).

Last column: Löwdin charge in e.
Positions of all 39 atoms, in Å:
O (-3.56, -1.01, 3.88)  -0.31
O (-1.99, -2.62, 5.12)  -0.34
N (0.18, 0.96, -0.90)  0.05
N (-0.15, 0.82, 0.28)  0.08
O (1.03, 4.52, -5.69)  0.15
O (2.59, 2.67, -5.42)  0.14
O (0.85, -1.68, -0.82)  0.08
O (-1.49, -0.18, 5.08)  -0.15
B (1.61, 3.54, -4.90)  -0.56
C (1.12, 4.48, -1.24)  -0.06
C (0.63, 3.30, -0.70)  0.00
C (1.43, 4.54, -2.57)  -0.04
C (0.70, 2.26, -2.86)  0.03
C (-0.16, -5.23, 1.04)  -0.06
C (-0.91, -5.22, 2.22)  -0.05
C (-1.00, -0.41, 2.08)  0.00
C (0.43, 2.18, -1.51)  -0.24
C (-0.31, -0.41, 0.88)  -0.18
C (1.23, 3.43, -3.37)  -0.10
C (0.18, -4.07, 0.45)  -0.02
C (-1.28, -4.04, 2.79)  -0.02
C (0.12, -1.64, 0.33)  -0.13
C (-1.30, -1.57, 2.74)  -0.21
C (-0.19, -2.85, 1.00)  -0.10
C (-0.93, -2.83, 2.18)  -0.13
S (-2.16, -1.38, 4.28)  0.74
H (0.44, 5.19, -5.30)  0.12
H (2.74, 2.93, -6.36)  0.11
H (1.05, -0.77, -1.14)  0.10
H (-1.81, -0.21, 5.99)  0.11
H (1.25, 5.32, -0.60)  0.10
H (0.47, 3.13, 0.35)  0.10
H (1.90, 5.39, -2.98)  0.10
H (0.54, 1.40, -3.48)  0.12
H (0.17, -6.17, 0.64)  0.11
H (-1.20, -6.13, 2.67)  0.10
H (-1.23, 0.57, 2.50)  0.13
H (0.78, -4.09, -0.44)  0.12
H (-1.77, -4.10, 3.75)  0.10

As for the SMILES: O=S(=O)(O)c1cc(/N=N/c2cccc(B(O)O)c2)c(O)c2ccccc12. Its LUMO energy is -0.978 eV. As for the highest occupied orbital energy: -8.30 eV. The calculation puts the largest force on an atom at 5.19 eV Å⁻¹. Its multiplicity is 1.

(6)
# C2H8NO

2 unconnected molecules or ions with the total composition C2H8NO (ωB97M-V/def2-TZVPD, the OMol25 dataset).

Last column: Löwdin charge in e.
Positions of all 12 atoms, in Å:
O (2.73, 0.64, 0.32)  -0.02
H (3.04, -0.24, 0.10)  0.06
H (3.42, 1.24, 0.52)  0.05
H (-2.94, -0.23, -1.25)  0.11
C (-2.42, -0.48, -0.29)  -0.01
C (-0.92, -0.31, -0.55)  -0.04
N (-0.06, 0.10, 0.34)  0.22
H (-2.37, -1.55, 0.10)  0.13
H (-2.81, -0.04, 0.63)  0.09
H (-0.45, -0.94, -1.35)  0.17
H (-0.15, 0.38, 1.27)  0.13
H (0.91, 0.31, 0.02)  0.10

Its LUMO energy is -5.089 eV. The relative energy (zero: lowest compared OMol25 entry of this formula, charge and spin) is 107.5 kJ/mol. As for the highest occupied orbital energy: -16.24 eV. The calculation puts the largest force on an atom at 3.89 eV Å⁻¹. Its multiplicity is 1. As for the total charge: +1.